Below is a 6-piece molecular cluster, C25H33N3O11 overall at a distorted geometry, with properties calculated with ωB97M-V/def2-TZVPD.

Structure (ORCA input):
```
! RIJCOSX wB97M-V def2-TZVPD def2/J DEFGRID3
* xyz 0 1
N 1.542 2.023 -2.520
C 1.130 1.448 -3.602
C 0.420 0.923 -5.020
C -1.149 0.441 -4.699
C -1.206 -0.541 -3.383
N -1.217 -1.492 -2.496
O -1.895 1.720 -4.453
C -3.199 1.243 -3.882
N -4.471 1.334 -3.553
H 0.300 1.845 -5.769
H 1.063 0.079 -5.521
H -1.559 -0.123 -5.661
O 0.846 -4.884 1.595
C 0.432 -3.762 1.835
C -0.634 -3.046 1.062
C -0.459 -1.622 1.526
C 0.080 -1.794 2.922
O 0.851 -2.994 2.883
H -1.611 -3.448 1.343
H -0.471 -3.140 -0.014
H -1.379 -1.033 1.490
H 0.289 -1.121 0.899
H -0.717 -1.914 3.664
H 0.718 -0.956 3.220
O 2.684 8.362 0.000
C 2.365 7.184 -0.031
C 3.014 6.087 0.758
C 2.511 4.852 0.054
C 1.175 5.297 -0.480
O 1.328 6.687 -0.767
H 2.665 6.137 1.793
H 4.103 6.160 0.712
H 2.444 3.975 0.704
H 3.181 4.606 -0.779
H 0.373 5.178 0.255
H 0.902 4.761 -1.394
O -3.612 -3.760 -7.366
C -3.904 -3.355 -6.253
C -4.485 -4.188 -5.151
C -4.995 -3.139 -4.196
C -4.059 -1.985 -4.443
O -3.705 -2.075 -5.822
H -3.691 -4.793 -4.704
H -5.294 -4.822 -5.520
H -5.009 -3.466 -3.153
H -6.017 -2.854 -4.476
H -3.145 -2.055 -3.843
H -4.538 -1.021 -4.247
O -3.302 -3.787 2.282
C -3.525 -4.138 3.429
C -2.485 -4.410 4.473
C -3.273 -5.160 5.517
C -4.662 -4.605 5.344
O -4.775 -4.296 3.956
H -2.105 -3.458 4.856
H -1.672 -5.018 4.070
H -2.883 -5.038 6.531
H -3.270 -6.231 5.280
H -4.817 -3.686 5.920
H -5.430 -5.332 5.624
O 4.774 4.059 4.200
C 5.569 3.873 3.293
C 7.032 3.598 3.463
C 7.564 3.844 2.074
C 6.385 3.494 1.203
O 5.234 3.843 1.970
H 7.167 2.558 3.772
H 7.479 4.280 4.190
H 8.459 3.263 1.839
H 7.809 4.906 1.957
H 6.341 2.425 0.973
H 6.389 4.058 0.266
*
```

Computed properties:
LUMO level: -1.4989 eV
calculated total energy: -53445.5483 eV
M: 551.5 g/mol
orbital gap: 8.3611 eV
SMILES: N#CC[C@@H](C#N)OC#N.O=C1CCCO1.O=C1CCCO1.O=C1CCCO1.O=C1CCCO1.O=C1CCCO1